1.
{
  "formula": "C44H44N3O",
  "method": "ωB97M-V/def2-TZVPD",
  "energy_ha": -1942.33557,
  "homo_lumo_gap_ha": 0.130,
  "multiplicity": 1,
  "total_charge": 1,
  "fmax_ev_per_a": 3.4,
  "e_lumo_ha": -0.1689,
  "elements": ["C", "C", "C", "C", "C", "C", "N", "C", "C", "C", "C", "C", "C", "C", "C", "C", "C", "O", "N", "C", "C", "C", "C", "C", "C", "C", "C", "C", "C", "C", "C", "C", "C", "H", "H", "H", "H", "H", "H", "H", "H", "H", "H", "H", "H", "H", "H", "H", "H", "H", "H", "H", "H", "H", "H", "H", "H", "H", "H", "H", "H", "H", "H", "H", "H", "C", "C", "N", "C", "C", "C", "C", "C", "C", "C", "C", "C", "C", "C", "C", "H", "H", "H", "H", "H", "H", "H", "H", "H", "H", "H", "H"],
  "positions_angstrom": [[-6.40573, 2.71051, -0.32570], [-4.98410, 2.89499, 0.08873], [-3.97953, 3.05045, -0.85447], [-2.64791, 3.17441, -0.48497], [-1.60485, 3.40979, -1.52000], [-2.29979, 3.10664, 0.86988], [-0.90829, 3.08097, 1.28282], [0.12334, 2.25296, 0.88752], [0.05484, 1.19215, -0.13474], [-0.97624, 0.21795, -0.10705], [-1.00707, -0.72869, -1.25192], [-1.91381, 0.05455, 0.99531], [-1.51269, 0.16026, 2.34352], [-2.38424, -0.09258, 3.37522], [-3.70351, -0.40547, 3.10444], [-4.14506, -0.47486, 1.79565], [-3.26516, -0.27286, 0.75914], [0.91461, 1.17140, -1.03292], [1.27325, 2.61386, 1.55134], [2.63897, 2.16821, 1.33772], [2.99653, 0.81976, 1.46917], [1.99738, -0.18697, 1.90789], [4.30630, 0.43056, 1.23177], [5.28677, 1.35262, 0.90457], [6.68884, 0.91731, 0.64871], [4.93203, 2.68904, 0.81786], [3.62774, 3.10897, 1.02176], [3.29752, 4.55848, 0.94913], [0.92622, 3.65005, 2.40765], [-0.38221, 3.94688, 2.22793], [-3.31207, 3.01814, 1.83332], [-2.98245, 3.10034, 3.28118], [-4.63287, 2.91308, 1.42923], [-7.06148, 2.57959, 0.53616], [-6.77426, 3.56761, -0.88957], [-6.51564, 1.82691, -0.95488], [-4.24548, 3.08479, -1.89739], [-0.66883, 3.72734, -1.05935], [-1.39414, 2.50716, -2.09400], [-1.91472, 4.18832, -2.21913], [-1.68581, -1.55860, -1.05597], [-1.31608, -0.22701, -2.16809], [-0.01262, -1.14164, -1.42955], [-0.50011, 0.43963, 2.56244], [-2.04243, -0.04851, 4.39888], [-4.39187, -0.56975, 3.91619], [-5.18742, -0.67355, 1.59686], [-3.62127, -0.32155, -0.25463], [2.46211, -1.13914, 2.16231], [1.47632, 0.16479, 2.79678], [1.26432, -0.38053, 1.12672], [4.57791, -0.60826, 1.31863], [7.34979, 1.77316, 0.50311], [7.07945, 0.33782, 1.48593], [6.74782, 0.29686, -0.24660], [5.69122, 3.41948, 0.59516], [4.11066, 5.13943, 0.51351], [2.40491, 4.72458, 0.34557], [3.11309, 4.96757, 1.94250], [1.59623, 4.12799, 3.09978], [-0.93295, 4.73397, 2.71228], [-3.75855, 2.65216, 3.90067], [-2.04571, 2.58717, 3.49968], [-2.87748, 4.13950, 3.59393], [-5.40626, 2.85011, 2.17502], [1.93754, -3.76939, 0.90438], [2.21280, -3.37959, -0.48543], [1.56400, -3.85703, -1.56878], [1.93229, -3.53784, -2.91374], [2.94861, -2.73069, -3.42001], [3.10658, -2.63099, -4.78795], [2.27033, -3.32286, -5.66571], [1.26205, -4.12576, -5.18390], [1.08978, -4.23578, -3.80100], [0.16219, -4.99920, -3.00796], [0.45961, -4.75997, -1.64959], [-0.29795, -5.38266, -0.66136], [-1.32196, -6.22891, -1.03382], [-1.60876, -6.46751, -2.37944], [-0.87596, -5.86014, -3.37349], [2.68621, -3.36382, 1.58580], [0.96307, -3.40975, 1.23565], [1.95382, -4.85256, 1.02728], [2.99054, -2.66396, -0.67656], [3.60006, -2.20013, -2.74871], [3.88998, -2.00975, -5.18835], [2.41554, -3.23063, -6.73053], [0.61348, -4.67327, -5.84410], [-0.08648, -5.19987, 0.37593], [-1.91051, -6.71252, -0.27164], [-2.41413, -7.13307, -2.64350], [-1.08027, -6.03265, -4.41616]],
  "forces_ev_per_a": [[-0.4, 0.0, 0.0], [0.2, 0.0, 0.1], [0.1, 0.0, 0.4], [0.4, 0.0, 0.2], [0.4, 0.1, -0.3], [-0.7, -0.4, -0.5], [1.5, -0.2, 0.2], [-0.3, 0.7, 0.6], [-2.2, -2.4, -0.3], [0.9, 1.6, 1.0], [-0.2, -0.2, 0.0], [-0.3, -0.1, 0.4], [-0.1, 0.0, -0.7], [-0.3, 0.0, 0.2], [-0.2, 0.0, 0.4], [-0.1, -0.1, 0.1], [0.6, 0.1, -0.1], [1.6, 0.8, -0.7], [-1.4, 0.3, -0.3], [0.6, -0.4, -0.2], [-0.2, 0.2, 0.1], [-0.2, -0.4, 0.1], [-0.2, 0.5, -0.1], [-0.1, 0.2, -0.1], [0.4, 0.0, 0.0], [-0.1, -0.3, 0.1], [-0.5, 0.0, 0.2], [0.0, 0.6, -0.2], [-0.5, 0.3, 0.1], [0.6, 0.0, 0.1], [0.5, 0.1, 0.0], [0.1, -0.2, 0.6], [0.2, 0.2, -0.3], [0.1, 0.0, 0.0], [0.0, 0.0, -0.1], [0.0, 0.0, -0.1], [0.0, 0.0, -0.3], [0.0, 0.0, -0.2], [0.1, 0.0, 0.0], [-0.1, 0.0, 0.0], [-0.1, 0.0, 0.0], [0.1, -0.1, -0.3], [0.2, 0.0, -0.2], [0.3, -0.1, 0.1], [0.0, 0.1, 0.1], [-0.1, -0.1, 0.2], [-0.1, -0.1, -0.1], [-0.1, 0.0, -0.3], [0.2, 0.1, 0.1], [-0.1, -0.1, 0.0], [-0.2, 0.0, 0.0], [0.0, -0.3, 0.1], [0.0, -0.1, 0.0], [0.0, -0.1, 0.0], [0.0, 0.0, 0.0], [0.1, 0.2, -0.1], [0.0, -0.1, 0.0], [0.0, 0.1, 0.0], [0.0, 0.1, -0.1], [0.2, -0.2, -0.1], [-0.2, -0.2, -0.2], [0.0, 0.0, -0.1], [-0.1, 0.1, 0.1], [0.0, 0.1, 0.1], [-0.1, -0.1, 0.2], [0.2, -0.1, 0.3], [-1.9, -1.3, -2.3], [1.7, 1.2, 2.6], [0.0, 0.0, -2.0], [-0.3, -0.2, 1.0], [-0.2, -0.1, -0.3], [0.3, 0.2, 0.1], [-0.3, -0.2, 0.9], [0.8, 0.7, -0.2], [-0.5, -0.4, 0.7], [-1.0, -0.9, -0.5], [0.7, 0.6, 0.2], [-0.2, -0.1, -0.4], [-0.1, -0.1, 0.5], [0.8, 0.7, 0.1], [0.0, 0.1, -0.3], [-0.2, 0.1, -0.1], [-0.1, -0.1, -0.1], [0.2, 0.2, -0.3], [0.2, 0.2, 0.0], [0.1, 0.1, 0.0], [0.0, 0.0, -0.1], [-0.1, -0.1, -0.2], [-0.2, -0.1, 0.2], [0.0, 0.0, 0.1], [-0.1, -0.1, 0.0], [-0.1, -0.1, -0.2]]
}

---

2.
{
  "formula": "C4H2F2O",
  "method": "ωB97M-V/def2-TZVPD",
  "energy_ha": -428.22688,
  "homo_lumo_gap_ha": [0.335, 0.289],
  "multiplicity": 1,
  "fmax_ev_per_a": 4.3,
  "e_lumo_ha": [-0.0505, -0.0429],
  "elements": ["C", "C", "C", "C", "O", "F", "F", "H", "H"],
  "positions_angstrom": [[-2.04394, -2.37673, -0.35162], [-1.66429, -1.17358, -0.29223], [-0.93051, 0.07223, -0.32719], [-2.30604, 0.25805, 0.06804], [-0.11025, 0.65107, -1.22647], [-3.28534, 0.71141, -0.78111], [-2.52125, 0.44831, 1.35669], [-0.27546, 0.36942, 1.86681], [0.65100, -0.02483, -1.61997]],
  "forces_ev_per_a": [[-0.7, -1.6, -0.1], [0.9, 2.6, 0.2], [0.5, -0.3, 0.2], [0.5, -0.5, -1.4], [2.0, -2.4, -1.1], [1.2, -0.3, 1.7], [-1.3, 0.3, -0.4], [0.1, -0.1, -0.8], [-3.2, 2.3, 1.8]]
}

---

- Number 2 is which compound?
  C4H2F2O